{"formula": "C41H60F3O23S", "method": "ωB97M-V/def2-TZVPD", "symbols": ["C", "F", "F", "F", "S", "O", "O", "O", "O", "C", "O", "C", "C", "C", "H", "H", "H", "H", "H", "H", "O", "C", "O", "C", "C", "C", "H", "H", "H", "H", "H", "H", "O", "C", "O", "C", "C", "C", "H", "H", "H", "H", "H", "H", "O", "C", "O", "C", "C", "C", "H", "H", "H", "H", "H", "H", "O", "C", "O", "C", "C", "C", "H", "H", "H", "H", "H", "H", "O", "C", "O", "C", "C", "C", "H", "H", "H", "H", "H", "H", "O", "C", "O", "C", "C", "C", "H", "H", "H", "H", "H", "H", "O", "C", "O", "C", "C", "C", "H", "H", "H", "H", "H", "H", "O", "C", "O", "C", "C", "C", "H", "H", "H", "H", "H", "H", "O", "C", "O", "C", "C", "C", "H", "H", "H", "H", "H", "H"], "xyz": [[-0.876724, 1.289142, -1.100027], [-1.702341, 0.761725, -2.020278], [0.042300, 2.051526, -1.689168], [-1.626745, 2.060198, -0.299000], [-0.085844, -0.131499, -0.116228], [0.474924, 0.553229, 1.044553], [-1.170263, -1.042396, 0.223699], [0.863541, -0.704609, -1.078190], [1.622033, -3.945058, 0.747218], [2.566719, -3.283686, 1.048073], [3.839909, -3.582651, 0.723544], [4.717481, -2.571467, 1.258177], [3.920768, -1.976255, 2.422367], [2.540024, -1.954008, 1.780551], [4.973196, -1.796115, 0.535385], [5.625435, -3.074013, 1.586345], [4.327616, -1.007076, 2.711086], [3.980923, -2.640995, 3.284034], [2.370357, -1.170752, 1.038966], [1.711103, -1.909816, 2.484916], [-0.602699, 0.152196, -4.699853], [-0.748741, 1.187833, -5.291876], [-1.303791, 1.339134, -6.513212], [-1.383024, 2.731858, -6.863179], [-0.422756, 3.468312, -5.903632], [-0.305076, 2.493473, -4.735415], [-2.417426, 3.046099, -6.706412], [-1.168701, 2.940760, -7.909008], [-0.896292, 4.380285, -5.539499], [0.529412, 3.721779, -6.364660], [-1.015049, 2.750289, -3.939859], [0.604842, 2.475038, -4.140725], [-2.996946, -1.122966, 4.409268], [-3.149133, -0.124040, 3.767676], [-3.394034, 1.074074, 4.344631], [-3.679992, 2.077773, 3.353989], [-4.069265, 1.298773, 2.084090], [-3.219885, 0.049842, 2.270948], [-2.800352, 2.703308, 3.238412], [-4.520275, 2.645864, 3.744480], [-3.891683, 1.704811, 1.095375], [-5.134184, 1.067778, 2.175821], [-2.195079, 0.267005, 1.952570], [-3.499914, -0.891678, 1.806320], [-0.634936, -5.413163, -4.927205], [-0.548175, -4.480968, -4.172831], [-0.042079, -4.640814, -2.933999], [-0.213160, -3.465270, -2.129160], [-1.203042, -2.606120, -2.903811], [-1.045969, -3.062424, -4.343706], [0.749654, -2.966253, -2.043597], [-0.566004, -3.695935, -1.126989], [-0.924908, -1.567734, -2.753438], [-2.204521, -2.882075, -2.566859], [-0.216397, -2.524224, -4.816362], [-1.937286, -2.914984, -4.942751], [3.137288, 4.237452, 1.984918], [3.743535, 3.357398, 1.439653], [4.969083, 3.572091, 0.924783], [5.425219, 2.471867, 0.139180], [4.609485, 1.294850, 0.648268], [3.312624, 1.908681, 1.132881], [6.482858, 2.291173, 0.352809], [5.417995, 2.597813, -0.943240], [5.102564, 0.732746, 1.439810], [4.397560, 0.616080, -0.178784], [2.879844, 1.487558, 2.038792], [2.496696, 1.982431, 0.414310], [2.539688, 2.010571, 4.950664], [1.951742, 0.967573, 4.926827], [2.261404, -0.028403, 5.778899], [1.412882, -1.189047, 5.526252], [0.194093, -0.600547, 4.845824], [0.822452, 0.519290, 4.029947], [1.164764, -1.653481, 6.476940], [2.026366, -1.836121, 4.898419], [-0.536742, -0.194651, 5.540928], [-0.237070, -1.317275, 4.147464], [0.116813, 1.305028, 3.760850], [1.159587, 0.137571, 3.061762], [4.185357, 1.062029, -2.761741], [3.687795, -0.031458, -2.857389], [4.043965, -1.001975, -2.013757], [3.458268, -2.274558, -2.412072], [2.938650, -2.026551, -3.821911], [2.660838, -0.537930, -3.860693], [2.711152, -2.554981, -1.678809], [4.244579, -3.020111, -2.511133], [2.065860, -2.652747, -4.023460], [3.631572, -2.328603, -4.610133], [1.613442, -0.329282, -3.637370], [2.857014, -0.027796, -4.804215], [-0.836377, -5.781068, 4.946042], [-1.181602, -5.132898, 3.997317], [-0.394232, -4.196917, 3.465156], [-1.019632, -3.555182, 2.347662], [-2.497942, -4.001383, 2.349845], [-2.432819, -5.291211, 3.173454], [-0.558343, -3.909426, 1.431185], [-0.970991, -2.479094, 2.492261], [-2.928052, -4.253792, 1.381407], [-3.146647, -3.274162, 2.835049], [-2.276864, -6.157021, 2.526300], [-3.309122, -5.462234, 3.792966], [-2.558733, 4.829622, 2.296483], [-1.378858, 4.633168, 2.169120], [-0.619319, 4.107529, 3.140787], [0.768850, 3.874258, 2.725531], [0.741933, 4.056886, 1.195816], [-0.535472, 4.840390, 0.956828], [1.099935, 2.873931, 2.980472], [1.323223, 4.645504, 3.252936], [0.738723, 3.069046, 0.737465], [1.620897, 4.623292, 0.896509], [-1.024144, 4.520064, 0.036034], [-0.242143, 5.874996, 0.764602], [-4.724329, 3.622249, -3.265834], [-4.809034, 2.523362, -2.797698], [-5.199439, 1.468081, -3.551358], [-5.150399, 0.264669, -2.792522], [-5.087247, 0.677103, -1.340116], [-4.494805, 2.084683, -1.375769], [-4.241595, -0.283223, -3.058268], [-6.032140, -0.352967, -2.955001], [-4.651069, -0.117505, -0.734871], [-6.115428, 0.747503, -0.964031], [-3.429620, 2.016162, -1.188492], [-5.043878, 2.805798, -0.774350]], "atomic_forces_ev_per_a": [[0.208, -1.502, 0.744], [0.234, 0.350, -0.200], [-0.172, 0.027, -0.043], [0.278, 0.190, 0.143], [0.135, -0.760, -0.238], [-0.085, -0.027, -0.813], [0.163, 0.680, -0.430], [-0.388, 0.884, 0.737], [0.089, -0.642, -0.376], [-0.626, 1.020, 0.050], [0.329, -0.036, -0.324], [0.203, -0.175, 0.907], [0.485, 0.588, -0.579], [-0.078, -0.545, 0.676], [-0.216, -0.193, -0.352], [0.025, -0.032, -0.118], [-0.145, 0.049, 0.036], [-0.233, -0.038, 0.021], [0.313, 0.112, 0.005], [-0.046, -0.172, -0.091], [-0.489, -0.431, -0.871], [0.890, -0.248, 0.834], [0.138, -0.337, -0.202], [-0.137, 0.693, 0.631], [-0.456, 0.250, 0.379], [-0.492, 1.053, 0.322], [0.023, -0.032, 0.150], [0.260, -0.636, -0.066], [0.176, 0.160, -0.302], [0.030, -0.152, -0.034], [-0.340, -0.004, -0.291], [0.408, -0.336, -0.615], [0.325, -0.240, 0.152], [-0.786, 0.404, -0.268], [0.114, -0.304, 0.215], [-0.076, 0.171, -0.437], [-0.147, -0.808, 0.474], [0.556, -0.253, 0.331], [-0.089, 0.085, -0.015], [0.179, 0.261, -0.033], [0.101, 0.679, 0.292], [-0.010, -0.142, -0.195], [-0.013, -0.096, -0.108], [-0.188, 0.144, -0.176], [0.306, 0.257, -0.203], [-1.041, -0.634, 0.000], [0.138, -0.406, 0.204], [0.180, 0.544, -0.398], [0.142, -0.062, 0.216], [0.897, 0.267, 0.345], [-0.032, -0.046, 0.087], [0.109, -0.354, -0.079], [-0.608, 0.115, 0.024], [-0.091, 0.537, 0.093], [-0.185, 0.144, -0.101], [0.061, -0.398, -0.190], [1.493, -0.403, 0.321], [-0.158, -0.401, -0.169], [0.404, 0.690, -0.580], [0.986, -1.017, 0.761], [-0.827, -0.926, -1.045], [0.191, 1.375, 0.771], [-0.034, 0.317, 0.279], [-0.839, 0.485, 0.052], [0.148, 0.209, 0.064], [0.210, -0.162, 0.111], [0.088, -0.128, -0.022], [0.218, -0.271, -0.244], [0.120, 0.219, -0.138], [0.011, 0.106, -0.275], [-0.093, -0.362, 0.399], [0.190, 0.733, 0.311], [0.290, -0.336, -1.125], [-0.471, 0.050, -0.004], [0.294, -0.090, 0.008], [-0.394, -0.323, -0.028], [-0.068, -0.306, 0.096], [-0.439, -0.101, 0.464], [0.157, 0.134, 0.296], [0.375, 0.115, 0.265], [-0.244, -0.012, -0.210], [-0.571, 0.876, 0.212], [0.148, -1.057, 0.110], [0.627, 0.257, -0.688], [-0.952, -0.594, -0.661], [0.348, 0.213, -0.299], [-0.075, -0.006, -0.020], [0.112, 0.021, 0.706], [-0.147, 0.206, 0.149], [0.405, 0.124, 0.327], [0.199, 0.256, 0.619], [0.088, -0.262, -0.111], [-0.099, -0.016, 0.199], [0.125, -0.729, 0.253], [0.148, 0.489, -0.019], [-1.200, -0.062, -0.577], [-0.186, -0.612, 0.433], [-0.173, 0.372, -0.056], [0.415, 0.400, 0.102], [0.382, -0.030, -0.292], [0.328, 0.446, -0.234], [0.114, 0.097, 0.067], [-0.021, -0.076, 0.083], [0.095, -0.123, 0.086], [-0.013, 0.172, 0.132], [0.145, -0.188, -0.076], [-0.246, -0.687, 0.357], [-0.712, 0.941, -0.540], [-0.106, 0.261, 0.490], [0.701, -0.021, -1.447], [-0.187, 0.228, 0.426], [0.225, -0.309, -0.096], [-0.119, 0.136, -0.128], [-0.572, -0.246, -0.295], [-0.371, 0.016, 0.240], [-0.485, 0.210, 0.465], [-0.050, 0.024, 0.085], [0.662, -0.036, -0.301], [-0.302, 0.056, -0.116], [0.496, -0.548, 0.262], [-1.322, 0.025, 0.625], [-0.600, -0.647, -0.471], [-0.138, -0.025, -0.235], [0.055, 0.116, -0.480], [0.594, 0.401, 0.061], [0.022, 0.048, -0.060], [-0.227, 0.740, -0.077], [0.506, -0.075, 0.515]], "lowdin_charge": [-0.620, 0.112, 0.138, 0.106, 0.509, -0.325, -0.304, -0.302, 0.130, -0.480, 0.030, -0.142, -0.136, -0.065, 0.111, 0.125, 0.105, 0.121, 0.107, 0.106, 0.109, -0.475, 0.042, -0.138, -0.131, -0.085, 0.125, 0.119, 0.113, 0.111, 0.124, 0.125, 0.107, -0.490, 0.026, -0.124, -0.119, -0.084, 0.095, 0.128, 0.081, 0.120, 0.105, 0.119, 0.098, -0.494, 0.031, -0.150, -0.151, -0.076, 0.081, 0.117, 0.077, 0.123, 0.113, 0.125, 0.072, -0.428, 0.042, -0.146, -0.144, -0.048, 0.122, 0.115, 0.107, 0.089, 0.109, 0.110, 0.116, -0.487, 0.020, -0.116, -0.136, -0.090, 0.127, 0.114, 0.127, 0.094, 0.115, 0.082, 0.100, -0.486, 0.012, -0.116, -0.139, -0.065, 0.094, 0.130, 0.104, 0.119, 0.101, 0.126, 0.103, -0.505, 0.034, -0.148, -0.133, -0.075, 0.099, 0.096, 0.111, 0.094, 0.130, 0.123, 0.094, -0.500, 0.026, -0.103, -0.148, -0.071, 0.083, 0.127, 0.078, 0.104, 0.112, 0.130, 0.112, -0.477, 0.032, -0.165, -0.158, -0.073, 0.123, 0.125, 0.117, 0.117, 0.084, 0.133], "fmax_ha_per_bohr": 0.033, "energy_ha": -4026.85805, "de_lowest_kcal_mol": 17.36, "charge": -1}